Record 1
Formula: BrO3S
Source: OMol25
Level of theory: the ωB97M-V functional and the def2-TZVPD basis

Properties
- E_tot: -87019.6898 eV
- Net charge: -1
- Kohn-Sham gap: 7.51 eV
- Lowest unoccupied orbital energy: 3.580 eV
- Relative energy (zero: lowest compared OMol25 entry of this formula, charge and spin): 3.122 eV

Positions of all 5 atoms, in Å:
Br 0.58687 -2.67209 -0.90306
S -0.39898 0.36164 -0.41129
O -0.22855 -2.01111 0.50804
O 1.01058 0.75709 -0.11585
O -1.37109 1.41894 0.00349

***

Record 2
Formula: C12H44O16
Source: OMol25
Level of theory: the ωB97M-V functional and the def2-TZVPD basis

Properties
- E_tot: -45908.0618 eV
- Kohn-Sham gap: 9.92 eV
- Lowest unoccupied orbital energy: 0.327 eV
- Relative energy (zero: lowest compared OMol25 entry of this formula, charge and spin): 7.950 eV

Positions of all 72 atoms, in Å:
O 4.70263 2.45269 -0.62641
O -1.88997 -1.16526 4.65375
O -4.08594 -2.86513 0.19884
O -1.16034 -3.10689 -3.06252
O 6.13898 4.27798 -1.93840
O -2.65580 2.48883 2.05891
O 2.23898 3.22824 2.84388
O 4.84654 -3.72287 2.10910
O -5.19172 -4.98433 2.12424
O 6.04143 4.60973 0.93054
O -4.07058 -2.71120 -3.21286
O -2.54634 1.69380 -0.26381
O -1.49434 -4.27138 -6.03868
O -3.66517 3.92281 0.27846
O -0.86766 0.91716 -3.75604
O -2.36766 3.55151 -4.65389
C -2.01488 -0.93761 0.03722
C -3.01789 2.79108 0.64267
C 2.38092 -0.83398 2.91192
C -2.00786 0.61088 0.57399
C 2.10291 1.09538 0.00783
C 0.56959 0.59834 -0.43676
C 2.52195 -1.30068 1.33055
C -4.61521 -1.68490 1.21450
C -2.65413 0.98829 2.03287
C -0.41093 1.00106 0.81328
C -3.71078 -1.41319 -0.24248
C 3.12126 -0.14640 0.33429
H -1.56779 -1.10007 -1.03151
H 3.31224 -2.19528 1.34076
H -5.76395 -1.90297 1.15471
H 6.87487 4.92692 1.30968
H -2.14057 -3.74824 -6.53637
H -2.64048 -1.77737 4.68601
H 5.69190 -3.83417 2.56950
H 6.09184 3.64687 1.02725
H -2.03710 0.47006 2.88200
H -1.09853 1.77412 -4.14500
H 0.22636 1.08910 -1.44981
H -0.28363 2.15754 1.02178
H 2.01953 1.77435 0.95858
H -4.31009 -0.88166 -1.20801
H 4.54981 3.39942 -0.48737
H -2.10905 -2.99107 -2.90279
H 3.05661 0.10044 3.14979
H 2.66731 -1.77053 3.59478
H -2.59853 4.40848 -5.04286
H 2.15027 4.14316 2.53720
H 5.25570 2.41924 -1.42139
H 2.01888 3.27502 3.78640
H -5.17101 -4.26913 1.47076
H -1.12247 -3.71351 -3.81722
H 1.51432 -1.79376 0.94502
H 5.91888 4.32476 -0.99588
H 1.26100 -0.58890 3.17311
H -4.19111 -1.77027 -3.41064
H -1.62857 -1.71674 0.84335
H -3.77935 0.76519 2.26227
H -3.02567 3.42761 -3.95342
H -1.52567 0.79326 -3.05556
H -3.92571 -1.94347 2.15327
H -1.66141 -1.02602 5.58507
H 4.86970 -4.39514 1.41160
H 3.35752 -0.68390 -0.70416
H 4.11990 0.33405 0.77598
H -0.75695 -4.38257 -6.65746
H 2.55079 1.66282 -0.94014
H 0.67010 -0.55426 -0.63919
H 6.05027 5.19290 -2.24508
H -4.82913 -5.74662 1.64840
H -4.23017 -2.77211 -2.25902
H -0.06885 0.38848 1.75058

***

Record 3
Formula: C33H34N2O6PRb
Source: OMol25
Level of theory: the ωB97M-V functional and the def2-TZVPD basis

Properties
- E_tot: -59983.9187 eV
- Kohn-Sham gap: 8.32 eV
- Lowest unoccupied orbital energy: 0.197 eV

Positions of all 77 atoms, in Å:
Rb 0.64005 0.30596 0.18502
P -1.38915 0.46390 -2.54024
O 2.31561 0.17268 2.77857
O 2.96810 -1.00606 0.97443
O -2.18613 -4.20212 0.99745
O 0.45924 -2.07199 1.97045
O -4.37161 0.70679 0.51637
O -1.60237 -2.16308 0.27402
N 1.32345 3.10459 -0.62489
N -2.34778 1.70246 0.44823
C -1.44696 0.97750 2.71990
C -1.91535 0.63946 4.13435
C -0.38286 2.07196 2.76274
C -2.42209 -3.03247 -4.33597
C -2.98221 1.37004 -2.69694
C -1.56996 -1.65449 -6.10707
C -5.02361 2.25111 -1.74319
C 2.45833 -0.87193 2.11220
C 0.62412 4.23615 -0.60071
C -0.42301 2.94488 -3.58535
C -2.16551 -2.01640 -3.42747
C -3.77368 1.64835 -1.58145
C 1.20242 5.48808 -0.74956
C -1.62359 -0.80193 -3.84940
C -3.78011 0.42408 1.80126
C -2.12294 -2.85321 -5.67937
C -0.25777 -3.25793 1.95859
C -1.39818 -3.11155 0.98414
C 0.59883 3.75861 -4.06421
C -1.32368 -0.63334 -5.19891
C -3.47138 1.71602 -3.95810
C -4.69610 2.33760 -4.11434
C 2.10623 1.89256 -4.03488
C 3.31329 4.39184 -0.95767
C 2.64389 3.18919 -0.80222
C 1.09420 1.08833 -3.54232
C -2.63319 1.42233 1.87928
C 2.57636 5.56465 -0.93216
C -5.47810 2.60676 -2.99840
C 1.73162 -2.12847 2.64116
C 1.86116 3.23658 -4.29306
C -0.18722 1.60159 -3.32014
C -3.38951 1.34291 -0.18111
H -1.03136 0.05491 2.29845
H -2.37743 -2.16622 -2.37348
H -5.63362 2.43672 -0.86917
H 0.35270 -4.11044 1.63193
H -2.88714 -4.05297 0.34554
H -2.87923 1.48195 -4.83535
H -2.99128 2.37078 2.30514
H 1.30241 0.04382 -3.32948
H 3.06698 6.52281 -1.04714
H -0.76792 2.93107 3.31946
H -1.33166 -1.50923 -7.15316
H 0.40321 4.80703 -4.25246
H -4.54413 0.54085 2.56449
H 2.26045 -3.03769 2.34314
H -2.61687 -0.19826 4.15070
H -2.31647 -3.64637 -6.39017
H -0.67668 -3.51893 2.93986
H -0.13589 2.42405 1.75957
H 0.58629 6.37648 -0.71482
H -5.04600 2.59926 -5.10469
H 1.57611 -2.09798 3.72191
H -2.84492 -3.96848 -3.99332
H -1.06162 0.37154 4.75785
H -1.39993 3.37365 -3.40031
H -0.89576 0.29851 -5.54829
H -6.44377 3.08292 -3.10822
H 0.53133 1.71327 3.23553
H 3.09162 1.47596 -4.20212
H 4.38715 4.40253 -1.08780
H -2.40690 1.50181 4.59469
H -0.44557 4.12708 -0.44827
H 2.65530 3.87173 -4.66401
H -3.41348 -0.60698 1.78576
H 3.18976 2.25103 -0.79575

***

Record 4
Formula: C5H11NO
Source: OMol25
Level of theory: the ωB97M-V functional and the def2-TZVPD basis

Properties
- E_tot: -8900.7652 eV
- SMILES: CC(C)N(C)C=O
- Kohn-Sham gap: 10.34 eV
- Lowest unoccupied orbital energy: 0.925 eV
- Relative energy (zero: lowest compared OMol25 entry of this formula, charge and spin): 0.932 eV

Positions of all 18 atoms, in Å:
O -1.59762 0.53692 2.29793
N 0.06262 0.63066 0.72063
C -0.66791 0.03748 1.71205
C -0.48875 1.91883 0.30679
C 0.59412 -0.18977 -0.36319
C -0.42281 -0.44204 -1.50128
C 1.23164 -1.51515 0.08135
H -0.65137 2.52101 1.19133
H 0.14520 2.31852 -0.46998
H 0.47007 -2.15765 0.52890
H -1.49386 1.78797 -0.11747
H -0.13432 0.15285 -2.37648
H 1.42643 0.35325 -0.78526
H 1.56466 -2.03288 -0.81471
H -0.46343 -1.47983 -1.83148
H -1.42102 -0.09637 -1.23439
H 2.15315 -1.38014 0.65138
H -0.30680 -0.96366 2.00390

***

Record 5
Formula: C26H79N17O11
Source: OMol25
Level of theory: the ωB97M-V functional and the def2-TZVPD basis

Properties
- E_tot: -76101.9321 eV
- SMILES: COC[C@H](C)N.COC[C@H](C)N.COC[C@H](C)N.COC[C@H](C)N.COC[C@H](C)N.NC(N)=O.NC(N)=O.NC(N)=O.NC(N)=O.NC(N)=O.NC(N)=O
- Kohn-Sham gap: 8.69 eV
- Lowest unoccupied orbital energy: 0.184 eV
- Relative energy (zero: lowest compared OMol25 entry of this formula, charge and spin): 0.039 eV

Positions of all 133 atoms, in Å:
O 0.59289 -2.89793 -2.59148
O -1.36926 -5.27673 1.89556
O -0.68702 -1.16524 5.32889
O 5.99266 0.51041 2.20278
O 0.37516 -0.07565 1.69433
O -2.91014 -2.67010 -1.43504
O -0.62560 0.97655 -3.93148
O 3.63178 -2.00745 0.21162
O 3.97375 3.55288 -1.81383
O -2.36065 3.18746 2.35253
O -4.09920 -0.02962 1.03666
N -1.42419 -0.60939 0.38945
N 4.19771 -3.92815 1.29082
N -2.08909 -2.97593 -3.52062
N 2.25581 1.38628 -4.17600
N -3.97443 4.98529 0.89338
N 1.65017 -2.01458 -4.36926
N 0.53270 -3.06834 5.67317
N -2.36084 -3.89689 3.43567
N 0.54266 -2.07238 3.62803
N 2.51563 1.68642 2.79956
N -4.36333 -2.83965 -3.17615
N 5.38499 -1.97931 1.65516
N -1.55526 2.31035 -6.08977
N -3.42507 -0.98968 3.73955
N -2.59680 -3.43951 1.25263
N 0.61455 -1.55676 -0.01755
N 2.68644 -3.64916 -3.08696
C -4.31614 0.71511 2.23137
C 4.38084 -2.60166 0.97662
C 3.76363 1.02517 3.09714
C 4.78698 1.23759 1.99248
C -0.13015 0.60247 -7.03985
C -1.07552 2.90651 2.85210
C -2.03131 -4.28519 2.16629
C -3.84130 3.55303 0.55338
C 2.67860 0.84571 -1.80109
C 4.86855 4.60349 -1.97174
C -0.99510 0.74403 -2.59915
C -1.31642 0.17733 -4.85944
C -5.17340 -0.84831 0.68993
C -3.11511 -2.82266 -2.63243
C -2.47427 2.99848 0.94831
C -4.55317 -0.05955 3.51686
C 3.86403 2.73080 -2.97104
C 2.57760 1.94860 -2.85634
C -4.81590 0.90022 4.65913
C -0.09938 -0.67329 0.72950
C 3.58387 -0.46466 3.42128
C 6.72895 0.95260 3.32073
C 0.05231 -2.03707 4.90658
C 1.57284 -2.92168 -3.34655
C -4.16735 3.37982 -0.92889
C -1.41531 0.84402 -6.25070
H 2.78882 0.53658 -4.29746
H 4.88282 -4.45540 1.79558
H 5.82545 4.21855 -2.36700
H 2.42169 -2.14789 -4.99745
H 3.85499 3.34589 -3.87811
H -3.71072 4.17042 -1.52204
H -0.91863 -0.32092 -2.35564
H 0.25122 -1.99388 -0.85000
H 6.56680 2.00887 3.54641
H -0.85991 -0.81719 -4.95260
H 0.76021 0.84721 -6.46305
H -2.28996 0.45622 -6.76965
H -0.38901 1.34812 -1.92458
H -4.57916 -2.84535 -4.15526
H -2.34280 0.00766 -4.50538
H -5.40548 -0.74000 3.40877
H -4.98240 -1.21092 -0.33142
H -3.32394 5.46195 0.26730
H 3.41006 -3.72345 -3.77663
H 3.08419 -0.59581 4.38287
H -2.41943 -3.58914 0.27564
H 4.55131 -0.97022 3.50747
H -3.50651 5.10875 1.79136
H -1.14368 2.85634 3.94182
H 3.02088 -1.00577 2.65655
H 3.36584 -4.34052 0.91239
H -5.18593 0.34702 5.52875
H 5.01835 2.30156 1.89269
H 6.38171 0.41545 4.21667
H -5.23189 -1.79467 1.24057
H -5.16048 1.37810 1.99742
H -2.01634 1.02775 -2.30542
H -5.09951 -2.55052 -2.55630
H 1.84131 0.15464 -1.85691
H 5.91210 -2.48795 2.33835
H 1.73859 2.59258 -2.58616
H 0.41386 -1.27773 3.01756
H 1.27577 1.31922 -4.42053
H 4.39905 0.81033 1.06442
H -1.76138 -1.16833 -0.37471
H -0.32408 3.65879 2.58868
H 2.11708 1.44536 1.89571
H -1.25476 2.53772 -5.14754
H -6.14763 -0.35282 0.61407
H -3.95738 1.49145 4.97951
H -2.74706 -2.97877 3.59722
H -2.51448 2.62677 -6.16094
H 0.20898 -3.26181 6.60314
H 5.13502 5.09164 -1.03414
H -1.99716 -4.43280 4.20037
H 4.13269 1.46821 4.03051
H -1.60746 3.45880 0.46205
H -1.14347 -3.20950 -3.22964
H 1.60290 -1.66224 0.16586
H -2.53934 -0.48277 3.71368
H 1.77802 1.35419 3.41215
H -0.68502 1.92083 2.57062
H 5.46359 -0.97832 1.58119
H 7.77266 0.68216 3.18652
H 2.84762 1.25303 -0.80042
H 0.94850 -3.87681 5.24371
H 4.78173 2.12891 -3.03465
H -5.25120 3.42524 -1.05944
H -3.94141 2.36171 -1.25522
H -2.02360 -0.19456 1.07898
H -5.63777 1.59487 4.45923
H 0.90320 -1.36523 -4.52799
H 1.04908 -2.86800 3.29010
H -0.13955 1.19267 -7.95621
H -3.44161 1.35139 2.40454
H 4.55764 5.40317 -2.65703
H -0.06749 -0.43338 -7.39706
H -3.51780 -1.23464 4.72489
H -3.17105 -2.68819 1.59031
H -4.57269 2.93566 1.08126
H 2.83786 -3.96886 -2.14979
H -2.54450 1.92448 0.73505
H 3.59716 0.25951 -1.94796
H -2.38953 -3.15952 -4.46364

***

Record 6
Formula: C7H10FN2O
Source: OMol25
Level of theory: the ωB97M-V functional and the def2-TZVPD basis

Properties
- E_tot: -15156.4245 eV
- Net charge: +1
- Kohn-Sham gap: 8.93 eV
- Lowest unoccupied orbital energy: -3.176 eV
- Relative energy (zero: lowest compared OMol25 entry of this formula, charge and spin): 1.625 eV

Positions of all 21 atoms, in Å:
F 2.52717 -0.75659 -0.48314
O 4.84544 1.37178 0.80916
N -0.16871 -1.27271 0.39170
N -1.28994 0.56364 0.00124
C -0.10072 0.05231 0.41678
C -3.44888 -0.35380 -0.75058
C 4.32903 0.11762 1.13651
C 3.41381 0.09655 0.14687
C 3.90590 1.43768 -0.39764
C -1.39283 -1.68360 -0.00293
C -2.04735 -0.50944 -0.32457
H -3.66648 -0.69857 -1.78400
H 0.59422 -1.91721 0.58414
H -4.16369 -0.70301 -0.02218
H -3.35385 0.76881 -1.03491
H 0.92806 0.44846 0.47685
H -1.66955 -2.70521 -0.17375
H 4.89145 -0.52636 1.80371
H 4.43573 1.40446 -1.33443
H -1.70310 1.48278 -0.36835
H 3.27483 2.25652 -0.18851